Computed, not measured: a structure of composition C98H216Cl2F4N12O8S4, with ωB97M-V/def2-TZVPD.

The geometry in XYZ format:
```
344
Properties=species:S:1:pos:R:3
C -9.00 -7.15 -8.49
C -10.07 -6.62 -7.49
C -10.62 -5.28 -8.08
C -11.23 -4.41 -6.97
N -11.96 -3.17 -7.38
C -11.98 -2.26 -6.16
C -12.00 -0.78 -6.72
C -11.70 -0.92 -8.33
C -11.14 -2.31 -8.35
C -13.31 -3.48 -7.96
H -9.45 -7.05 -9.48
H -8.63 -8.13 -8.27
H -8.11 -6.57 -8.44
H -9.62 -6.38 -6.55
H -10.91 -7.28 -7.23
H -11.31 -5.31 -8.99
H -9.74 -4.70 -8.32
H -10.45 -4.19 -6.22
H -11.99 -5.01 -6.49
H -12.86 -2.40 -5.59
H -11.08 -2.42 -5.57
H -12.99 -0.41 -6.39
H -11.33 -0.05 -6.18
H -12.61 -0.76 -8.89
H -10.87 -0.25 -8.64
H -11.12 -2.83 -9.28
H -10.15 -2.29 -7.95
H -13.05 -4.13 -8.76
H -13.74 -2.63 -8.38
H -13.91 -4.21 -7.38
C 0.54 -4.56 -5.42
C -0.31 -3.52 -6.26
C -1.78 -3.84 -6.14
C -2.60 -2.94 -6.94
N -4.09 -3.19 -7.05
C -4.38 -4.58 -7.69
C -5.81 -4.47 -8.11
C -5.97 -3.03 -8.55
C -4.67 -2.25 -8.11
C -4.73 -3.00 -5.75
H 0.81 -5.46 -6.02
H -0.10 -4.86 -4.61
H 1.39 -4.12 -4.90
H 0.09 -3.45 -7.26
H -0.16 -2.45 -5.80
H -2.02 -3.64 -5.09
H -1.98 -4.85 -6.42
H -2.28 -2.97 -8.00
H -2.33 -1.93 -6.63
H -4.16 -5.32 -6.96
H -3.65 -4.63 -8.48
H -6.43 -4.68 -7.27
H -6.11 -5.10 -8.90
H -6.86 -2.58 -8.15
H -6.03 -3.00 -9.64
H -4.78 -1.25 -7.63
H -3.93 -2.12 -8.95
H -4.61 -3.86 -5.16
H -5.85 -2.76 -5.81
H -4.26 -2.20 -5.29
C -10.55 14.39 -1.03
C -11.37 13.53 -1.68
C 3.08 17.04 -5.69
C 1.87 17.21 -5.00
N 4.28 15.39 -0.41
C 4.81 16.37 0.26
C 5.90 16.75 -0.48
C 5.71 16.00 -1.98
C 4.89 15.07 -1.52
C 2.99 14.73 0.26
H -2.12 7.69 -11.68
H -10.06 15.38 -0.76
H 10.56 4.85 14.61
H -11.30 12.59 -2.12
H 4.11 17.40 -5.36
H 2.78 16.60 -6.83
H 6.41 10.56 -5.85
H 0.97 17.23 -5.69
H 1.85 17.13 -3.83
H 11.75 -3.96 -1.20
H 4.58 16.46 1.39
H -0.13 14.61 -14.85
H 12.46 -14.33 -9.30
H 6.49 17.58 -0.55
H 6.33 16.17 -2.98
H 2.93 12.61 0.41
H 4.11 14.79 -2.19
H 2.34 14.02 -0.33
H 2.51 15.63 0.67
H 3.31 14.23 1.24
C -4.52 9.48 1.86
C -5.58 8.47 2.34
C -5.25 7.00 2.01
C -6.14 6.07 2.77
N -6.03 4.58 2.26
C -6.99 4.43 1.01
C -8.44 4.24 1.67
C -8.21 3.91 3.20
C -6.66 3.69 3.30
C -4.61 4.18 1.95
H -4.80 10.51 2.03
H -4.34 9.37 0.78
H -3.71 9.24 2.47
H -6.59 8.65 1.95
H -5.60 8.53 3.42
H -4.17 6.90 2.28
H -5.28 6.87 0.93
H -7.20 6.36 2.59
H -5.96 6.09 3.86
H -6.71 3.45 0.49
H -6.92 5.25 0.37
H -9.04 3.47 1.03
H -8.91 5.18 1.63
H -8.80 2.99 3.40
H -8.63 4.73 3.80
H -6.49 2.66 2.96
H -6.21 3.95 4.27
H -3.97 4.26 2.82
H -4.11 4.76 1.14
H -4.62 3.15 1.55
C 13.72 8.34 -0.89
C 13.26 6.96 -1.31
C 12.56 6.70 -2.57
C 11.87 5.35 -2.58
N 11.44 5.03 -4.04
C 10.77 3.71 -3.92
C 9.66 3.71 -4.92
C 9.07 5.11 -4.77
C 10.37 5.91 -4.70
C 12.59 5.00 -4.92
H 12.94 9.03 -0.59
H 14.31 8.95 -1.55
H 14.41 8.25 -0.03
H 12.60 6.68 -0.48
H 14.10 6.23 -1.23
H 13.26 6.75 -3.39
H 11.87 7.51 -2.78
H 11.03 5.30 -1.91
H 12.50 4.52 -2.30
H 11.52 3.03 -4.29
H 10.37 3.51 -2.86
H 10.02 3.53 -5.94
H 9.06 2.92 -4.56
H 8.47 5.52 -5.51
H 8.59 5.11 -3.80
H 10.65 6.19 -5.74
H 10.32 6.90 -4.19
H 13.43 4.47 -4.43
H 13.03 5.96 -5.12
H 12.31 4.51 -5.85
C -5.52 2.40 -3.57
C -6.43 1.24 -4.14
C -5.96 -0.16 -3.74
C -6.84 -0.61 -2.60
N -6.36 -1.93 -1.85
C -7.18 -2.17 -0.63
C -6.31 -3.05 0.31
C -4.99 -2.38 0.14
C -4.92 -1.70 -1.30
C -6.38 -3.15 -2.73
H -6.05 3.29 -3.40
H -4.64 2.54 -4.22
H -4.96 2.07 -2.62
H -6.59 1.27 -5.27
H -7.43 1.41 -3.65
H -4.86 -0.26 -3.55
H -6.06 -0.84 -4.59
H -7.80 -0.84 -2.98
H -6.78 0.04 -1.78
H -8.17 -2.53 -0.94
H -7.28 -1.19 -0.27
H -6.33 -4.06 -0.14
H -6.76 -2.99 1.30
H -4.18 -3.09 0.24
H -4.82 -1.49 0.86
H -4.19 -2.08 -1.99
H -4.80 -0.61 -1.32
H -5.44 -3.12 -3.40
H -7.25 -3.08 -3.37
H -6.29 -4.08 -2.16
C -0.43 -9.16 4.11
C -1.23 -9.64 2.86
C -0.31 -9.68 1.57
C -1.13 -9.61 0.16
N -0.43 -9.93 -1.11
C 1.03 -9.64 -1.14
C 1.32 -9.05 -2.59
C 0.03 -8.47 -3.05
C -1.13 -9.19 -2.28
C -0.67 -11.47 -1.39
C -0.08 -12.11 -2.63
C -0.15 -13.58 -2.46
H -1.08 -9.11 4.95
H 0.02 -8.18 3.94
H 0.41 -9.82 4.30
H -2.10 -9.04 2.65
H -1.60 -10.65 3.09
H 0.21 -10.64 1.54
H 0.54 -8.98 1.63
H -1.59 -8.66 0.02
H -1.98 -10.29 0.36
H 1.55 -10.57 -0.88
H 1.28 -8.91 -0.41
H 1.69 -9.87 -3.26
H 2.04 -8.27 -2.58
H -0.10 -8.48 -4.13
H -0.03 -7.37 -2.86
H -1.60 -9.89 -2.95
H -1.78 -8.42 -1.93
H -1.83 -11.59 -1.35
H -0.22 -11.91 -0.51
H 0.97 -11.74 -2.72
H -0.73 -11.78 -3.48
H 0.22 -14.06 -3.35
H -1.16 -13.95 -2.44
H 0.31 -13.97 -1.58
C 10.83 5.52 8.53
C 10.04 4.20 8.09
C 9.52 4.18 6.58
C 8.42 5.08 6.10
N 7.86 4.68 4.76
C 7.16 5.95 4.29
C 8.27 6.86 3.73
C 9.36 5.92 3.21
C 8.88 4.54 3.54
C 6.91 3.46 4.76
C 5.83 3.44 5.80
C 4.84 2.35 5.36
H 11.79 5.72 8.04
H 11.08 5.49 9.63
H 10.17 6.33 8.35
H 9.13 4.04 8.68
H 10.80 3.44 8.20
H 9.13 3.13 6.44
H 10.38 4.26 5.97
H 8.78 6.09 5.99
H 7.57 5.10 6.75
H 6.36 5.71 3.57
H 6.65 6.37 5.19
H 7.87 7.43 2.86
H 8.65 7.63 4.40
H 9.49 5.96 2.10
H 10.30 6.10 3.69
H 8.25 4.14 2.80
H 9.54 3.65 3.72
H 7.44 2.48 4.82
H 6.44 3.51 3.80
H 5.34 4.42 5.91
H 6.22 3.31 6.81
H 5.31 1.40 5.11
H 4.42 2.69 4.39
H 3.95 2.20 6.02
C -7.29 -0.89 8.58
C -6.52 -0.65 9.91
C -5.91 -1.97 10.58
C -6.81 -2.91 11.35
N -6.77 -2.78 12.86
C -7.80 -3.77 13.40
C -8.38 -3.21 14.68
C -7.76 -1.83 14.85
C -7.31 -1.47 13.46
C -5.34 -3.03 13.38
C -4.52 -4.26 12.94
C -2.94 -4.13 13.19
H -7.16 0.04 8.01
H -8.34 -1.17 8.56
H -6.78 -1.65 8.01
H -7.14 -0.16 10.63
H -5.81 0.13 9.65
H -5.03 -1.76 11.23
H -5.48 -2.55 9.75
H -6.38 -3.94 11.16
H -7.84 -2.78 11.01
H -7.37 -4.78 13.55
H -8.64 -3.76 12.70
H -8.28 -3.96 15.54
H -9.48 -3.14 14.51
H -7.03 -1.73 15.67
H -8.52 -1.14 15.16
H -6.56 -0.72 13.40
H -8.20 -1.19 12.81
H -5.39 -3.03 14.54
H -4.84 -2.04 13.20
H -4.64 -4.62 11.92
H -4.95 -5.08 13.55
H -2.95 -3.59 14.14
H -2.55 -3.54 12.36
H -2.46 -5.09 13.22
C 9.64 -8.33 0.71
C 8.44 -7.68 0.06
C 8.33 -6.12 0.27
C 7.24 -5.39 -0.58
N 7.13 -3.91 -0.39
C 8.44 -3.25 -0.99
C 8.07 -2.74 -2.39
C 6.57 -2.99 -2.59
C 6.06 -3.16 -1.19
C 7.14 -3.61 1.05
C 6.02 -4.38 1.87
C 6.20 -3.80 3.30
H 10.53 -7.92 0.23
H 9.54 -9.39 0.53
H 9.75 -8.05 1.72
H 7.50 -8.14 0.45
H 8.41 -7.90 -1.00
H 9.21 -5.62 0.01
H 8.14 -5.91 1.37
H 6.31 -5.85 -0.36
H 7.53 -5.65 -1.66
H 8.62 -2.48 -0.25
H 9.34 -3.95 -1.03
H 8.37 -1.70 -2.39
H 8.71 -3.30 -3.19
H 6.12 -2.15 -3.09
H 6.47 -3.92 -3.19
H 5.90 -2.19 -0.65
H 5.15 -3.66 -1.05
H 7.04 -2.55 1.11
H 8.10 -3.75 1.48
H 6.11 -5.43 1.80
H 5.07 -4.14 1.41
H 7.30 -3.78 3.52
H 5.65 -4.35 4.08
H 5.89 -2.76 3.21
N 8.17 2.09 0.70
S 8.17 0.58 0.08
O 8.51 -0.40 1.06
O 8.89 0.47 -1.12
F 6.65 0.43 -0.27
S 7.96 3.36 -0.18
O 8.95 3.61 -1.20
O 7.60 4.43 0.70
F 6.72 3.09 -1.18
N -0.30 -4.55 -1.87
S 0.43 -3.20 -1.76
O -0.37 -2.14 -1.17
O 1.17 -2.96 -2.92
F 1.60 -3.40 -0.68
S -1.27 -5.31 -0.86
O -2.04 -6.30 -1.61
O -2.01 -4.49 0.02
F -0.27 -6.27 0.06
Cl -8.18 -2.68 -5.55
Cl -6.04 0.92 0.82
```

Output
Total charge: +6
Largest force on an atom (hartree/bohr): 0.210
HOMO energy (eV): -12.635
Total energy (eV): -218545.31367
E_LUMO (eV): -12.045

---

Computed, not measured: a structure of composition C9H10AuF2N4S, with ωB97M-V/def2-TZVPD.

The geometry in XYZ format:
```
27
Properties=species:S:1:pos:R:3
Au -0.09 -0.09 0.24
C 3.64 1.37 -1.71
C 2.29 1.13 -1.11
N 1.76 -0.02 -0.97
N 2.38 -1.18 -1.30
C 1.66 -2.23 -0.96
N 2.15 -3.44 -1.22
S 0.02 -2.29 -0.21
C 1.46 2.26 -0.59
C 1.89 3.57 -0.70
C 1.08 4.59 -0.22
C -0.15 4.29 0.34
C -0.52 2.96 0.42
N 0.27 1.98 -0.02
H 4.07 0.43 -2.01
H 4.31 1.86 -0.99
H 3.55 2.02 -2.58
H 3.04 -3.52 -1.68
H 1.65 -4.27 -0.97
H 2.84 3.79 -1.16
H 1.41 5.62 -0.29
H -0.81 5.06 0.72
H -1.46 2.67 0.86
F 0.16 1.09 2.73
C -0.30 -0.10 2.33
F 0.52 -1.05 2.77
H -1.33 -0.27 2.65
```

Output
Total charge: +1
Largest force on an atom (hartree/bohr): 0.031
HOMO energy (eV): -12.088
Total energy (eV): -35410.67045
E_LUMO (eV): -4.971

---

Computed, not measured: a structure of composition C9H10Br12F3N2O3S, with ωB97M-V/def2-TZVPD.

The geometry in XYZ format:
```
40
Properties=species:S:1:pos:R:3
C -3.06 0.13 0.93
C -2.13 -0.33 -0.11
C -1.37 0.61 -1.15
N -0.91 1.93 -0.58
O -1.16 3.00 -1.43
C -1.98 3.95 -0.69
N -2.64 4.56 0.12
S 0.82 1.90 -0.11
O 1.01 3.16 0.72
O 1.74 1.89 -1.30
C 1.07 0.47 1.07
F 0.03 0.54 2.06
F 2.32 0.63 1.72
F 0.96 -0.80 0.46
H -2.62 0.54 1.92
H -4.19 0.16 0.82
H -1.98 -1.48 -0.20
H -0.47 0.03 -1.58
H -2.03 0.86 -2.08
H -1.41 2.19 0.32
C 6.11 0.21 1.70
Br 4.77 0.69 0.38
Br 5.86 1.17 3.37
Br 6.21 -1.70 1.98
H 7.08 0.53 1.29
C 9.37 3.02 4.23
Br 10.17 3.98 5.71
Br 8.59 4.23 2.92
Br 10.63 1.79 3.40
H 8.56 2.42 4.63
C -5.54 -1.82 -2.52
Br -6.81 -2.84 -1.48
Br -6.36 -0.28 -3.36
Br -3.98 -1.32 -1.47
H -5.19 -2.47 -3.32
C -6.26 -6.40 -3.74
Br -5.05 -4.89 -3.95
Br -6.29 -7.05 -1.92
Br -8.04 -5.99 -4.39
H -5.87 -7.21 -4.37
```

Output
Total charge: +1
Largest force on an atom (hartree/bohr): 0.194
HOMO energy (eV): -11.649
Total energy (eV): -878093.74098
E_LUMO (eV): -5.776

---

Computed, not measured: the molecule C9H10Br2S2, with ωB97M-V/def2-TZVPD.

The geometry in XYZ format:
```
23
Properties=species:S:1:pos:R:3
C 1.14 -1.75 -3.35
C 1.67 -0.63 -3.98
C 0.67 -1.46 -2.01
C 0.76 -0.16 -1.62
C 0.49 0.35 -0.36
C 1.07 -0.42 1.08
C -0.46 -1.26 2.70
C -2.00 0.85 -1.20
C 0.55 -0.15 2.41
S 1.63 0.71 -2.98
S -0.76 1.51 -0.07
Br -0.15 -2.69 -0.87
Br 2.75 -1.19 0.78
H 0.98 -2.71 -3.77
H 1.99 -0.36 -4.94
H -0.10 -2.14 2.07
H -1.45 -0.91 2.36
H -0.42 -1.50 3.79
H -2.30 -0.12 -0.76
H -1.64 0.78 -2.28
H -2.81 1.62 -1.20
H 1.27 -0.32 3.23
H -0.06 0.79 2.55
```

Output
Total charge: 0
Largest force on an atom (hartree/bohr): 0.153
SMILES: CC/C(Br)=C(\SC)c1sccc1Br
HOMO energy (alpha / beta) (eV): -7.453 / -7.557
Total energy (eV): -171246.80529
E_LUMO (alpha / beta) (eV): -0.072 / -0.532

---

Computed, not measured: a structure of composition C9H10Cl3NO2Pb, with ωB97M-V/def2-TZVPD.

The geometry in XYZ format:
```
26
Properties=species:S:1:pos:R:3
C -0.33 1.34 -2.84
C 1.06 1.63 -2.72
C 1.23 2.53 -1.62
C -0.06 2.79 -1.06
C -1.03 2.06 -1.82
Pb 0.82 -0.59 0.25
N -1.18 -1.24 -0.39
C -0.26 -2.50 -0.92
C 1.20 -2.35 -1.13
H 2.17 2.96 -1.28
H 1.85 1.25 -3.36
H -0.28 3.44 -0.22
H -2.10 2.06 -1.66
H -0.79 0.70 -3.59
H 1.49 -1.98 -2.11
H -0.47 -3.40 -0.32
H -1.71 -1.68 0.39
H 1.81 -3.11 -0.66
H -0.71 -2.69 -1.92
Cl -1.40 1.37 4.81
C -0.51 -0.11 4.46
Cl 1.09 -0.09 5.27
Cl -1.45 -1.54 4.96
C -0.23 -0.23 2.87
O -0.56 0.72 2.12
O 0.36 -1.31 2.50
```

Output
Total charge: 0
Largest force on an atom (hartree/bohr): 0.075
HOMO energy (alpha / beta) (eV): -8.589 / -8.427
Total energy (eV): -57890.04065
E_LUMO (alpha / beta) (eV): -2.068 / -2.182

---

Computed, not measured: a cluster of 2 separate species, C9H10ClNO2 in total, with ωB97M-V/def2-TZVPD.

The geometry in XYZ format:
```
23
Properties=species:S:1:pos:R:3
C 0.20 -0.43 -3.09
C -0.83 -0.84 -2.22
C 1.40 -0.10 -2.56
C -0.66 -0.92 -0.89
C 1.59 -0.22 -1.14
C 0.60 -0.60 -0.32
C -1.50 1.52 1.32
C -0.06 1.49 1.72
C 0.79 -0.42 1.21
N -0.01 -1.23 2.11
O -1.08 -1.67 1.77
O 0.40 -1.29 3.30
Cl 2.40 -0.26 1.76
H -0.03 -0.29 -4.20
H -1.70 -1.26 -2.80
H 2.28 -0.04 -3.30
H -1.41 -1.33 -0.25
H 2.53 0.07 -0.68
H -1.79 2.32 0.71
H -1.89 0.46 1.18
H -2.15 1.79 2.22
H 0.13 1.29 2.77
H 0.82 1.96 1.38
```

Output
Total charge: 0
Largest force on an atom (hartree/bohr): 0.085
HOMO energy (eV): -9.140
Total energy (eV): -27596.98359
E_LUMO (eV): -0.463

---

Calculated energy above the lowest of the compared OMol25 structures with the same formula, charge and spin (kJ/mol), listed in the same order as above: 4634.1 112.7 459.0 80.9 0.0 624.3